The following is a DFT calculation (the ωB97M-V functional and the def2-TZVPD basis) of a structure of composition C12H7GdN2O5 at a distorted geometry.

CARTESIAN COORDINATES (ANGSTROEM)
O (-2.704, -3.416, -0.244)
C (-2.046, -2.479, -0.160)
Gd (-0.567, -0.084, 0.177)
C (1.363, 1.313, -0.249)
O (2.417, 1.773, -0.385)
C (1.423, -1.071, -0.897)
O (2.473, -1.302, -1.397)
C (-0.268, 0.582, -2.165)
O (0.088, 0.765, -3.254)
C (1.457, -1.104, 1.169)
O (2.473, -1.522, 1.548)
H (0.351, -1.618, -1.053)
N (-1.494, 3.726, 2.525)
C (-0.646, 2.990, 1.779)
N (-1.233, 1.819, 1.450)
C (-2.517, 1.825, 2.017)
C (-3.526, 0.853, 1.970)
C (-4.725, 1.150, 2.645)
C (-4.903, 2.364, 3.335)
C (-3.873, 3.330, 3.371)
C (-2.696, 3.025, 2.701)
H (-1.310, 4.650, 2.909)
H (0.360, 3.326, 1.509)
H (-3.356, -0.089, 1.422)
H (-5.540, 0.422, 2.635)
H (-5.857, 2.545, 3.846)
H (-3.946, 4.291, 3.886)

Cartesian forces, eV/Å:
O 2.38 3.16 0.21
C -2.80 -3.35 -0.09
Gd -1.06 0.06 1.82
C 4.90 2.45 -0.16
O -3.93 -1.61 0.42
C 2.37 -0.10 -1.61
O -2.78 0.06 0.74
C 1.92 1.11 -6.56
O -1.79 -0.74 4.88
C 4.25 -1.67 1.93
O -3.92 1.60 -1.04
H 0.74 -0.87 -0.56
N 0.15 0.01 -0.07
C -1.39 -0.35 0.48
N 0.56 0.25 -0.19
C 0.02 0.00 0.00
C -0.20 0.42 0.29
C 0.53 -0.44 -0.45
C 0.77 0.66 0.00
C -0.62 -0.22 0.16
C 0.22 -0.13 -0.16
H 0.10 -0.27 -0.18
H -0.53 -0.21 0.13
H -0.40 0.31 0.34
H 0.31 0.27 0.00
H 0.53 0.00 -0.23
H -0.31 -0.42 -0.07

Calculated values
- Kohn-Sham gap (alpha / beta): 6.15 / 5.36 eV
- Multiplicity: 8
- Electronic energy: -46589.9790 eV
- Charge: +2